Entry 1:
The following is a quantum chemistry calculation of an isolated ion of composition C4H8NO and charge +1 in a non-equilibrium geometry, from the Open Molecules 2025 dataset.

Geometry as XYZ:
```
14
Properties=species:S:1:pos:R:3:forces:R:3
C 3.27374 -0.01030 -0.31357 -5.62 0.09 0.86
N 2.05050 -0.05422 0.28782 0.20 -0.14 0.88
C 0.68391 -0.09207 -0.14924 -1.55 -0.15 0.42
C -0.64312 -0.04752 0.45259 4.58 -1.07 1.05
O -1.58609 -0.16392 -0.38267 0.21 -0.03 -0.97
C -2.98318 0.04881 -0.11935 -0.04 0.37 -1.15
H 3.99159 0.47426 0.26292 1.63 -0.17 0.98
H 3.29878 -0.13971 -1.36896 0.17 0.02 -0.63
H 2.05956 -0.10226 1.33237 0.49 0.67 -1.02
H 0.49855 -0.15621 -1.19292 0.67 0.05 -0.95
H -0.93958 -0.12987 1.50450 0.56 0.53 0.01
H -3.10522 1.11586 0.15614 -0.18 -0.51 -0.60
H -3.38004 -0.53465 0.74647 0.32 -0.14 -1.13
H -3.21937 -0.20818 -1.21609 -1.45 0.47 2.25
```
Positions in Å, forces in eV/Å.

Properties
structure (SMILES) = C=[NH+]/C=C/OC
total charge = +1
energy relative to the best compared isomer or geometry (same formula, charge and spin) = 306.91 kJ/mol
DFT total energy = -286.825593 a.u.
highest occupied orbital energy (spin up / spin down) = -13.04 / -13.04 eV

Entry 2:
The following is a quantum chemistry calculation of the molecule C5H11NSSi in a non-equilibrium geometry, from the Open Molecules 2025 dataset.

Geometry as XYZ:
```
19
Properties=species:S:1:pos:R:3:forces:R:3
C 0.76956 0.00985 1.53127 2.27 1.41 -0.63
C 0.55779 0.09948 -0.02784 1.54 0.62 0.16
C 0.99223 -1.23073 -0.62984 -5.08 1.04 -0.14
C 1.49552 1.20327 -0.61697 0.77 -1.64 -0.17
Si -1.15596 0.73164 -0.50942 -1.09 0.03 3.52
S -2.81527 -0.18416 1.22994 2.47 1.42 -0.70
C -3.53827 -1.05072 0.03402 -1.40 -0.50 0.06
N -4.31411 -1.62362 -0.59609 0.10 -0.45 -0.80
H 0.87660 0.99601 2.03401 -0.82 -0.34 -0.41
H 0.01081 -0.57920 1.92923 -1.39 -0.82 1.05
H 1.75639 -0.43817 1.87325 -0.92 0.05 -1.13
H 0.56495 -1.99613 -0.04911 -0.67 -1.30 0.61
H 1.96173 -1.32012 -0.56158 5.31 -0.38 0.22
H 0.65969 -1.35958 -1.63768 -0.09 -0.08 -0.81
H 2.54489 1.00130 -0.42572 0.31 -0.54 0.86
H 1.62016 1.17073 -1.71358 -1.17 0.78 0.16
H 1.30997 2.09211 -0.07582 -0.33 1.57 -0.38
H -1.92886 0.29385 -1.61490 -0.14 -0.35 -1.12
H -1.36780 2.18420 -0.17314 0.33 -0.51 -0.36
```
Positions in Å, forces in eV/Å.

Properties
structure (SMILES) = CC(C)(C)[SiH2]SC#N
total charge = 0
energy relative to the best compared isomer or geometry (same formula, charge and spin) = 268.11 kJ/mol
DFT total energy = -939.485890 a.u.
highest occupied orbital energy = -9.16 eV

Entry 3:
The following is a quantum chemistry calculation of a 2-piece molecular cluster, C3H7OS overall in a non-equilibrium geometry, from the Open Molecules 2025 dataset.

Geometry as XYZ:
```
12
Properties=species:S:1:pos:R:3:forces:R:3
C 2.02121 -1.02334 1.22691 0.72 0.17 -0.89
S 2.38255 -0.07602 -0.34304 0.02 -0.10 0.44
H 2.44089 -2.01456 1.05269 0.02 -0.19 0.35
H 2.57725 -0.53528 2.03237 -0.24 -0.19 0.22
H 0.96781 -1.15457 1.48044 -0.07 0.34 -0.10
O -2.73312 -0.74393 -0.61062 -0.41 0.02 -0.26
C -1.59334 -0.11240 -0.50660 0.19 -0.32 0.33
C -1.39010 1.29549 -0.98588 0.44 -0.21 0.31
H -0.73189 -0.59946 -0.03133 -0.01 0.04 -0.18
H -0.54887 1.45653 -1.69086 -0.01 -0.30 -0.10
H -1.08000 1.92647 -0.11581 -0.64 0.29 -0.52
H -2.31239 1.58107 -1.50826 -0.01 0.44 0.40
```
Positions in Å, forces in eV/Å.

Properties
⟨S²⟩ = 0.75
total charge = -2
energy relative to the best compared isomer or geometry (same formula, charge and spin) = 49.32 kJ/mol
DFT total energy = -591.773345 a.u.
multiplicity = 2
highest occupied orbital energy (spin up / spin down) = 4.03 / 0.82 eV